# 1
C12H10Br2O10Pd | ωB97M-V/def2-TZVPD

Properties
LUMO (alpha / beta) ... 0.138 / 0.138 hartree
Total energy ... -6491.6604 Ha
Orbital gap (alpha / beta) ... 0.181 / 0.180 Eh
Highest occupied orbital energy (alpha / beta) ... -1.2 / -1.1 eV
Total charge ... -2
Energy relative to the best compared isomer or geometry (same formula, charge and spin) ... 0.321 eV
Multiplicity ... 3

Cartesian coordinates (Å):
1 Pd -1.426 -1.117 1.057
2 Br -3.428 -2.564 -0.118
3 Br -1.547 -2.063 3.541
4 C -0.344 2.737 2.601
5 C -0.865 1.699 1.861
6 C -2.399 1.615 1.693
7 O -2.833 0.478 1.341
8 C -3.184 2.720 1.964
9 C -2.626 3.845 2.635
10 C -1.125 3.875 2.964
11 O -0.672 4.802 3.629
12 O -3.321 4.801 2.985
13 O -0.246 0.681 1.428
14 H 0.709 2.718 2.864
15 H -4.253 2.663 1.822
16 C 3.989 -3.386 0.696
17 C 3.293 -3.733 -0.649
18 O 2.023 -3.151 -0.538
19 C 1.849 -2.589 0.687
20 O 0.884 -2.020 1.044
21 O 2.959 -2.778 1.456
22 H 4.837 -2.716 0.576
23 H 4.266 -4.284 1.249
24 H 3.220 -4.815 -0.753
25 H 3.883 -3.308 -1.460
26 C -1.085 0.806 -4.111
27 C 0.446 0.982 -3.911
28 O 0.709 0.300 -2.693
29 C -0.472 -0.138 -2.138
30 O -0.519 -0.777 -1.150
31 O -1.517 0.235 -2.894
32 H -1.311 0.174 -4.969
33 H -1.581 1.768 -4.218
34 H 0.690 2.034 -3.768
35 H 0.996 0.508 -4.720

---

# 2
C3H6N3S | ωB97M-V/def2-TZVPD

Properties
LUMO ... -0.118 hartree
Total energy ... -679.9265 Ha
Orbital gap ... 0.368 Eh
Highest occupied orbital energy ... -13.2 eV
Total charge ... +1
Energy relative to the best compared isomer or geometry (same formula, charge and spin) ... 5.018 eV

Cartesian coordinates (Å):
1 C -0.328 -2.632 -1.249
2 C 0.027 -2.197 -0.204
3 C -0.066 1.975 -0.506
4 N -0.612 3.046 -0.132
5 N 0.251 1.019 -1.169
6 N 0.285 -1.687 1.078
7 S 1.278 0.962 0.240
8 H -0.437 -3.253 -2.081
9 H -0.846 3.636 -0.928
10 H -0.647 3.415 0.817
11 H -0.491 -1.416 1.546
12 H 0.760 -2.379 1.579
13 H 0.827 -0.488 1.008

---

# 3
C6H10N3O2 | ωB97M-V/def2-TZVPD

Properties
LUMO ... -0.184 hartree
Total energy ... -549.0507 Ha
Orbital gap ... 0.339 Eh
Highest occupied orbital energy ... -14.2 eV
Total charge ... +1
Energy relative to the best compared isomer or geometry (same formula, charge and spin) ... 3.150 eV

Cartesian coordinates (Å):
1 C 0.836 -1.845 -0.726
2 C 0.446 -0.466 -0.181
3 C 0.842 -0.200 1.242
4 N -0.977 -0.337 -0.310
5 C -1.691 1.321 -0.188
6 N -0.997 2.410 -0.452
7 N -2.951 1.075 -0.063
8 C -3.315 -0.334 0.093
9 O -4.366 -0.690 0.482
10 C -2.042 -1.159 -0.268
11 O -2.085 -2.343 -0.457
12 H 0.523 -2.632 0.014
13 H 0.387 -2.057 -1.725
14 H 1.849 -1.935 -0.923
15 H 0.737 0.292 -1.017
16 H 0.382 0.641 1.514
17 H 1.870 0.103 1.447
18 H 0.580 -0.942 1.914
19 H -1.563 3.252 -0.159
20 H -0.029 2.360 -0.484
21 H -3.507 1.780 0.238

---

# 4
C56H39GeN4Ta | ωB97M-V/def2-TZVPD

Properties
LUMO ... -0.490 hartree
Total energy ... -4508.9620 Ha
Orbital gap ... 0.165 Eh
Highest occupied orbital energy ... -17.8 eV
Total charge ... +4
Energy relative to the best compared isomer or geometry (same formula, charge and spin) ... 0.121 eV

Cartesian coordinates (Å):
1 Ta -0.162 -0.214 0.541
2 C -5.959 -4.508 -1.921
3 C -4.620 -4.771 -2.206
4 C -3.633 -4.004 -1.627
5 C -3.975 -2.912 -0.795
6 C -5.340 -2.649 -0.535
7 C -6.315 -3.458 -1.075
8 C -2.936 -2.102 -0.214
9 C -1.838 -2.777 0.413
10 C -1.838 -4.128 0.760
11 C -0.657 -4.381 1.449
12 C 0.026 -3.172 1.563
13 N -0.680 -2.168 0.907
14 C 1.296 -3.002 2.205
15 C 2.038 -1.795 2.149
16 C 3.228 -1.534 2.829
17 C 3.668 -0.273 2.436
18 C 2.705 0.240 1.577
19 C 2.690 1.606 1.065
20 C 3.842 2.213 0.559
21 C 3.845 3.591 0.155
22 C 4.996 4.197 -0.266
23 C 6.184 3.455 -0.335
24 C 6.206 2.090 -0.028
25 C 5.059 1.470 0.386
26 C 1.436 2.347 1.210
27 N 0.230 1.786 0.844
28 C -0.739 2.782 1.070
29 C -2.099 2.689 0.683
30 C -2.928 3.863 0.747
31 C -4.246 3.777 1.253
32 C -5.019 4.911 1.366
33 C -4.520 6.139 0.935
34 C -3.236 6.238 0.401
35 C -2.437 5.120 0.322
36 C -2.703 1.468 0.213
37 C -3.864 1.397 -0.552
38 C -4.081 0.054 -0.849
39 C -3.069 -0.681 -0.230
40 N -2.167 0.199 0.379
41 C -0.122 3.872 1.689
42 C 1.249 3.613 1.743
43 N 1.667 -0.659 1.411
44 C 1.841 -4.118 2.940
45 C 1.040 -4.826 3.864
46 C 1.576 -5.867 4.590
47 C 2.895 -6.262 4.371
48 C 3.688 -5.600 3.436
49 C 3.180 -4.523 2.743
50 H -6.732 -5.131 -2.353
51 H -4.358 -5.574 -2.880
52 H -2.595 -4.188 -1.870
53 H -5.615 -1.870 0.164
54 H -7.355 -3.288 -0.834
55 H -2.630 -4.833 0.570
56 H -0.320 -5.340 1.807
57 H 3.701 -2.172 3.557
58 H 4.541 0.245 2.798
59 H 2.928 4.159 0.174
60 H 4.997 5.238 -0.556
61 H 7.093 3.941 -0.670
62 H 7.124 1.529 -0.141
63 H 5.066 0.405 0.560
64 H -4.616 2.834 1.633
65 H -6.009 4.852 1.799
66 H -5.138 7.024 1.012
67 H -2.875 7.191 0.038
68 H -1.466 5.176 -0.150
69 H -4.447 2.232 -0.902
70 H -4.867 -0.339 -1.472
71 H -0.620 4.743 2.081
72 H 2.009 4.246 2.171
73 H 0.029 -4.496 4.065
74 H 0.975 -6.374 5.332
75 H 3.305 -7.093 4.929
76 H 4.697 -5.938 3.247
77 H 3.779 -4.040 1.981
78 Ge 0.195 -0.245 -2.142
79 C 2.031 -0.660 -2.546
80 C 3.011 0.335 -2.605
81 C 4.321 0.008 -2.915
82 C 4.671 -1.316 -3.154
83 C 3.706 -2.312 -3.093
84 C 2.392 -1.986 -2.790
85 C -0.618 1.450 -2.613
86 C -0.025 2.686 -2.340
87 C -0.639 3.864 -2.732
88 C -1.862 3.826 -3.395
89 C -2.462 2.607 -3.672
90 C -1.843 1.425 -3.282
91 H -0.771 -1.388 -2.494
92 H 2.746 1.378 -2.472
93 H 5.069 0.785 -3.007
94 H 5.689 -1.568 -3.418
95 H 3.972 -3.338 -3.307
96 H 1.645 -2.772 -2.780
97 H 0.939 2.738 -1.844
98 H -0.152 4.815 -2.555
99 H -2.327 4.745 -3.726
100 H -3.393 2.573 -4.224
101 H -2.300 0.479 -3.553